Computed, not measured: 12 unconnected molecules or ions with the total composition C80H181N11O12, with ωB97M-V/def2-TZVPD.

Output
multiplicity: 1
gap between HOMO and LUMO: 8.512 eV

Geometry (Å):
C1 3.67 -6.18 2.48
C2 4.03 -5.59 3.80
C3 3.67 -4.13 3.78
O1 3.71 -3.47 5.02
C4 4.89 -3.69 5.75
N1 3.36 -6.39 4.84
H1 4.12 -5.71 1.59
H2 2.58 -6.05 2.42
H3 3.97 -7.23 2.44
H4 5.05 -5.81 4.12
H5 2.64 -4.14 3.41
H6 4.30 -3.61 3.13
H7 4.86 -4.71 6.18
H8 4.95 -2.94 6.46
H9 5.77 -3.61 5.11
H10 2.39 -6.06 4.92
H11 3.97 -6.25 5.63
C5 -0.40 1.81 6.07
C6 1.08 2.16 6.28
C7 1.93 0.93 5.88
O2 1.49 -0.18 6.61
C8 2.15 -1.40 6.24
N2 1.54 3.29 5.53
H12 -1.01 2.71 6.25
H13 -0.79 0.98 6.68
H14 -0.57 1.54 5.03
H15 1.15 2.39 7.38
H16 2.97 1.06 6.12
H17 1.78 0.76 4.81
H18 1.78 -1.68 5.28
H19 1.98 -2.20 6.98
H20 3.23 -1.27 6.03
H21 1.04 4.11 5.74
H22 1.39 3.15 4.53
C9 1.37 -0.96 2.20
C10 -0.06 -0.45 2.57
C11 -0.94 -0.16 1.37
O3 -0.44 0.93 0.58
C12 -1.17 1.05 -0.62
N3 -0.68 -1.53 3.39
H23 1.92 -0.48 1.38
H24 1.38 -2.00 1.94
H25 1.97 -0.94 3.10
H26 0.05 0.48 3.17
H27 -1.95 0.00 1.69
H28 -0.95 -1.08 0.75
H29 -2.21 1.42 -0.43
H30 -1.19 0.22 -1.29
H31 -0.64 1.82 -1.19
H32 -0.08 -1.66 4.20
H33 -1.56 -1.11 3.71
C13 1.75 5.39 1.24
C14 1.20 4.09 0.72
C15 1.72 3.62 -0.61
O4 3.15 3.53 -0.59
C16 3.70 2.41 -1.17
N4 1.39 3.02 1.73
H34 2.82 5.42 1.43
H35 1.23 5.57 2.23
H36 1.48 6.30 0.70
H37 0.16 4.16 0.50
H38 1.40 4.35 -1.38
H39 1.28 2.67 -0.92
H40 4.07 2.59 -2.22
H41 2.95 1.59 -1.25
H42 4.57 2.07 -0.66
H43 2.38 2.99 1.95
H44 1.03 2.09 1.40
C17 -2.06 3.37 3.28
O5 -3.18 3.22 4.20
H45 -2.10 2.52 2.60
H46 -2.23 4.35 2.77
H47 -1.08 3.32 3.74
H48 -2.81 3.51 5.04
C18 -2.45 -5.05 3.14
C19 -1.31 -6.09 2.79
C20 -1.83 -7.27 2.00
C21 -2.18 -6.97 0.55
C22 -0.97 -6.38 -0.14
C23 -0.41 -5.12 0.54
N5 -0.23 -5.43 2.03
O6 0.39 -4.38 2.72
C24 1.02 -4.82 -0.06
C25 -1.32 -3.90 0.23
C26 -0.71 -6.51 4.19
H49 -3.09 -5.60 3.86
H50 -2.99 -4.64 2.30
H51 -1.98 -4.21 3.65
H52 -1.00 -8.09 2.00
H53 -2.59 -7.76 2.58
H54 -3.01 -6.29 0.30
H55 -2.34 -7.87 -0.01
H56 -1.13 -6.23 -1.23
H57 -0.16 -7.15 -0.12
H58 0.85 -4.72 -1.12
H59 1.48 -3.91 0.33
H60 1.62 -5.67 0.17
H61 -2.38 -4.02 0.44
H62 -0.99 -3.09 0.89
H63 -1.13 -3.56 -0.80
H64 -1.24 -7.45 4.41
H65 -0.81 -5.72 4.92
H66 0.36 -6.83 4.04
H67 -0.22 -3.64 2.83
C27 3.26 -4.45 -3.01
C28 2.75 -3.54 -4.13
C29 1.40 -2.88 -3.75
C30 1.51 -1.74 -2.82
C31 2.34 -0.62 -3.49
C32 3.78 -1.18 -3.69
N6 3.70 -2.37 -4.59
O7 5.06 -2.83 -4.79
C33 4.56 -0.07 -4.35
C34 4.49 -1.46 -2.39
C35 2.54 -4.45 -5.32
H68 3.30 -3.90 -2.10
H69 4.24 -4.79 -3.23
H70 2.58 -5.29 -2.92
H71 1.07 -2.54 -4.79
H72 0.70 -3.66 -3.47
H73 1.96 -1.96 -1.88
H74 0.53 -1.40 -2.55
H75 2.45 0.31 -2.93
H76 1.93 -0.36 -4.47
H77 4.47 0.83 -3.76
H78 5.62 -0.30 -4.46
H79 4.14 0.21 -5.33
H80 3.83 -1.57 -1.51
H81 5.11 -2.31 -2.66
H82 4.99 -0.55 -2.08
H83 3.36 -5.18 -5.47
H84 2.47 -3.90 -6.30
H85 1.64 -5.05 -5.26
H86 5.21 -2.92 -5.76
C36 -5.52 -0.03 -3.73
C37 -4.09 -0.56 -3.98
C38 -3.97 -1.92 -3.34
C39 -2.65 -2.63 -3.70
C40 -2.76 -2.95 -5.18
C41 -2.87 -1.65 -6.04
N7 -3.98 -0.84 -5.52
O8 -4.18 0.36 -6.16
C42 -1.47 -0.96 -6.17
C43 -3.37 -2.03 -7.46
C44 -3.05 0.44 -3.53
H87 -5.69 0.05 -2.67
H88 -6.30 -0.69 -4.20
H89 -5.62 0.96 -4.17
H90 -4.07 -1.82 -2.22
H91 -4.76 -2.60 -3.57
H92 -2.50 -3.53 -3.07
H93 -1.74 -2.02 -3.48
H94 -3.67 -3.50 -5.37
H95 -1.99 -3.60 -5.58
H96 -0.95 -0.94 -5.17
H97 -0.78 -1.51 -6.79
H98 -1.62 0.07 -6.57
H99 -4.42 -1.87 -7.45
H100 -2.89 -1.37 -8.19
H101 -3.13 -3.06 -7.74
H102 -3.47 0.88 -2.64
H103 -2.95 1.27 -4.26
H104 -2.06 0.04 -3.30
H105 -4.94 0.17 -6.75
C45 6.06 0.54 4.41
C46 5.57 1.04 3.05
C47 4.47 2.06 3.07
C48 4.88 3.46 3.46
C49 5.95 3.94 2.56
C50 7.18 3.03 2.49
N8 6.70 1.65 2.18
O9 7.80 0.82 2.37
C51 7.97 3.39 1.21
C52 8.07 3.12 3.72
C53 5.12 -0.19 2.32
H106 6.34 1.33 5.12
H107 6.92 -0.12 4.26
H108 5.22 -0.08 4.84
H109 4.11 2.16 2.06
H110 3.67 1.63 3.72
H111 5.22 3.46 4.50
H112 4.01 4.10 3.47
H113 6.28 4.90 2.88
H114 5.64 4.04 1.54
H115 8.95 2.81 1.23
H116 7.43 3.13 0.25
H117 8.20 4.46 1.28
H118 8.29 4.14 3.84
H119 7.52 2.87 4.65
H120 8.87 2.42 3.64
H121 4.90 0.08 1.29
H122 4.22 -0.61 2.77
H123 5.90 -0.90 2.40
H124 8.43 0.97 1.67
C54 -5.24 -0.34 6.09
C55 -4.46 -1.45 5.33
C56 -5.24 -2.77 5.30
C57 -6.44 -2.69 4.38
C58 -5.91 -2.52 3.00
C59 -5.18 -1.12 2.88
N9 -4.10 -1.09 3.94
O10 -3.34 0.17 3.92
C60 -4.50 -1.11 1.57
C61 -6.18 0.08 2.92
C62 -3.11 -1.67 5.96
H125 -6.29 -0.17 5.77
H126 -4.72 0.57 6.12
H127 -5.28 -0.65 7.13
H128 -4.64 -3.63 5.00
H129 -5.55 -3.03 6.37
H130 -6.99 -1.77 4.63
H131 -7.03 -3.60 4.55
H132 -6.65 -2.68 2.21
H133 -5.19 -3.36 2.89
H134 -4.35 -0.03 1.29
H135 -3.51 -1.59 1.63
H136 -5.03 -1.57 0.79
H137 -6.98 -0.06 3.63
H138 -5.66 1.04 3.16
H139 -6.66 0.15 1.94
H140 -2.48 -0.77 5.90
H141 -2.64 -2.56 5.57
H142 -3.21 -1.94 7.06
H143 -3.84 0.98 4.15
C63 -2.40 4.05 -1.84
C64 -3.83 4.56 -1.69
C65 -4.47 4.72 -3.11
C66 -5.97 4.89 -3.01
C67 -6.56 3.62 -2.35
C68 -6.04 3.43 -0.91
N10 -4.52 3.45 -0.92
O11 -4.00 3.37 0.35
C69 -6.66 4.53 -0.11
C70 -6.53 2.08 -0.37
C71 -3.74 5.92 -0.93
H144 -1.77 4.71 -2.44
H145 -2.45 3.13 -2.42
H146 -1.90 3.97 -0.88
H147 -4.03 5.60 -3.56
H148 -4.17 3.96 -3.76
H149 -6.45 5.08 -3.95
H150 -6.22 5.70 -2.38
H151 -6.27 2.72 -2.86
H152 -7.65 3.65 -2.39
H153 -6.51 5.49 -0.50
H154 -7.75 4.43 -0.23
H155 -6.45 4.45 1.01
H156 -6.06 1.84 0.61
H157 -7.60 2.09 -0.17
H158 -6.35 1.21 -1.07
H159 -3.15 5.87 -0.01
H160 -4.74 6.35 -0.71
H161 -3.29 6.69 -1.57
H162 -4.45 4.04 0.90
C72 1.23 4.77 -4.10
C73 0.86 3.52 -4.92
C74 -0.37 3.73 -5.75
C75 -0.13 4.62 -6.88
C76 0.96 4.00 -7.78
C77 2.27 3.84 -7.05
N11 1.90 2.99 -5.86
O12 3.09 2.80 -5.14
C78 3.19 3.01 -7.91
C79 2.99 5.19 -6.74
C80 0.54 2.36 -3.95
H163 1.69 5.50 -4.72
H164 1.96 4.48 -3.32
H165 0.33 5.14 -3.59
H166 -0.70 2.82 -6.21
H167 -1.12 4.07 -5.03
H168 0.19 5.57 -6.49
H169 -1.07 4.78 -7.46
H170 1.05 4.67 -8.62
H171 0.56 3.05 -8.07
H172 3.35 3.46 -8.88
H173 4.14 2.95 -7.38
H174 2.80 1.99 -7.97
H175 2.17 5.89 -6.52
H176 3.69 5.02 -5.88
H177 3.59 5.43 -7.68
H178 1.40 2.18 -3.29
H179 0.24 1.44 -4.48
H180 -0.40 2.56 -3.35
H181 3.03 1.88 -4.93